Record 1
Density functional theory data (wB97M-V/def2-TZVPD) for 2 unconnected molecules or ions with the total composition C20H42BBrF3N2O10P2 at a distorted geometry.

Each line ends with the Mulliken charge.
CARTESIAN COORDINATES (ANGSTROEM)
C (5.184, -0.483, 1.442)  -0.974
C (5.551, -0.491, -0.050)  -0.479
C (4.529, 0.215, -0.901)  0.678
O (4.518, 1.384, -1.084)  -0.524
O (3.595, -0.592, -1.504)  -0.461
C (2.341, -0.679, -0.804)  0.020
C (1.489, 0.556, -1.134)  -1.500
C (0.471, 0.963, -0.055)  3.116
C (1.187, 1.365, 1.267)  -1.452
C (1.431, 2.841, 1.555)  -0.132
C (2.040, 3.073, 2.935)  0.760
F (1.140, 3.615, 3.773)  -0.296
F (3.080, 3.908, 2.877)  -0.289
F (2.472, 1.944, 3.520)  -0.279
C (-0.449, -0.229, 0.259)  -2.516
N (-1.760, 0.352, 0.764)  0.350
C (-3.020, -0.422, 0.465)  -0.268
Br (-2.595, -2.298, 0.373)  -0.101
C (-4.094, -0.110, 1.498)  -0.010
C (-3.974, -0.829, 2.845)  -1.392
C (-1.752, 1.857, 0.397)  -1.287
B (-3.137, 2.511, -0.131)  0.968
O (-3.682, 1.897, -1.240)  -0.793
N (-3.744, 3.639, 0.476)  -0.072
C (-4.015, 4.800, -0.396)  -1.066
C (-3.262, 4.071, 1.788)  -0.840
C (-0.634, 1.895, -0.646)  -0.439
P (-0.425, 3.542, -1.394)  0.816
O (-1.579, 3.801, -2.246)  -0.714
O (0.994, 3.468, -2.103)  -0.534
O (-0.310, 4.610, -0.202)  -0.578
H (4.201, -0.917, 1.641)  0.201
H (5.920, -1.065, 2.001)  0.400
H (5.212, 0.538, 1.832)  0.255
H (6.484, 0.064, -0.184)  0.388
H (5.691, -1.508, -0.419)  0.323
H (2.525, -0.785, 0.270)  0.372
H (1.869, -1.601, -1.152)  -0.090
H (0.963, 0.354, -2.073)  0.513
H (2.169, 1.394, -1.289)  0.594
H (2.172, 0.896, 1.233)  0.435
H (0.682, 0.907, 2.128)  0.338
H (2.146, 3.248, 0.832)  0.213
H (0.507, 3.416, 1.549)  -0.038
H (-0.636, -0.784, -0.665)  0.934
H (-0.062, -0.942, 0.988)  0.265
H (-1.699, 0.325, 1.784)  0.585
H (-3.356, -0.170, -0.533)  0.542
H (-4.136, 0.978, 1.641)  -0.035
H (-5.043, -0.378, 1.022)  0.552
H (-4.489, -0.250, 3.615)  0.439
H (-2.937, -0.978, 3.164)  0.344
H (-4.459, -1.805, 2.803)  0.362
H (-1.384, 2.354, 1.299)  0.095
H (-4.640, 2.026, -1.278)  0.349
H (-4.795, 5.420, 0.053)  0.364
H (-4.353, 4.465, -1.376)  0.336
H (-3.111, 5.402, -0.526)  0.259
H (-3.293, 3.247, 2.508)  0.224
H (-2.243, 4.483, 1.762)  0.182
H (-3.913, 4.860, 2.172)  0.347
H (-1.006, 1.332, -1.518)  0.800
H (1.618, 4.195, -1.981)  0.348
H (0.540, 5.056, -0.088)  0.366
C (2.559, -6.469, -1.104)  -0.642
O (2.150, -5.101, -0.949)  -0.279
P (0.902, -4.441, -1.634)  0.122
O (0.900, -2.979, -1.562)  -0.185
O (-0.409, -5.013, -0.943)  -0.106
C (-0.757, -6.403, -0.950)  -0.765
O (0.927, -5.084, -3.081)  -0.307
C (0.045, -4.542, -4.081)  -0.604
H (3.637, -6.487, -0.972)  0.261
H (2.092, -7.083, -0.336)  0.254
H (2.311, -6.841, -2.095)  0.324
H (-0.436, -6.866, -0.019)  0.248
H (-0.312, -6.922, -1.799)  0.342
H (-1.840, -6.464, -1.026)  0.289
H (-0.972, -4.463, -3.697)  0.301
H (0.067, -5.231, -4.920)  0.260
H (0.400, -3.561, -4.390)  0.216

As for the spin multiplicity: 1. As for the orbital gap: 9.8 eV. The total energy comes out at -5230.43080 hartree. The net charge is +1. The HOMO energy is -0.440 hartree.



Record 2
Density functional theory data (wB97M-V/def2-TZVPD) for a molecular structure, C20H42ClN2O4OsSi3.

Each line ends with the Mulliken charge.
CARTESIAN COORDINATES (ANGSTROEM)
Os (0.333, 0.094, -0.112)  1.684
C (2.777, 1.364, 1.528)  -1.039
O (1.979, 0.204, 1.166)  -0.653
Si (2.630, -1.235, 0.430)  -0.383
C (3.327, -2.370, 1.698)  -0.979
C (3.848, -0.723, -0.855)  -0.979
C (0.822, -1.720, -0.254)  0.318
Si (0.828, -3.034, -1.706)  0.042
C (1.253, -2.069, -3.248)  -1.122
C (2.220, -4.212, -1.326)  -0.948
C (-0.800, -3.888, -1.958)  -1.102
Si (-0.353, -2.366, 1.381)  0.414
C (-0.083, -1.365, 2.930)  -0.829
C (0.216, -4.116, 1.612)  -1.006
C (-2.135, -2.268, 0.864)  -0.746
H (3.599, 1.029, 2.156)  0.386
H (2.141, 2.035, 2.099)  0.308
H (3.161, 1.854, 0.635)  0.405
H (4.251, -1.911, 2.065)  0.477
H (3.605, -3.320, 1.238)  0.398
H (2.679, -2.562, 2.549)  0.349
H (4.752, -0.350, -0.366)  0.442
H (3.470, 0.061, -1.514)  0.295
H (4.158, -1.566, -1.476)  0.403
H (1.435, -2.802, -4.040)  0.605
H (2.165, -1.476, -3.155)  0.319
H (0.441, -1.439, -3.621)  0.367
H (3.198, -3.727, -1.279)  0.291
H (2.277, -4.930, -2.149)  0.491
H (2.072, -4.786, -0.412)  0.353
H (-1.596, -3.193, -2.229)  0.343
H (-1.138, -4.496, -1.120)  0.360
H (-0.666, -4.567, -2.806)  0.483
H (0.948, -1.345, 3.278)  0.253
H (-0.676, -1.854, 3.710)  0.518
H (-0.436, -0.336, 2.850)  0.073
H (1.272, -4.218, 1.855)  0.338
H (-0.018, -4.765, 0.771)  0.293
H (-0.351, -4.486, 2.474)  0.487
H (-2.531, -1.253, 0.885)  -0.040
H (-2.698, -2.851, 1.600)  0.544
H (-2.334, -2.698, -0.115)  0.235
Cl (1.019, 5.602, -0.819)  -0.133
C (1.105, 4.061, -1.552)  -0.191
C (1.500, 3.904, -2.876)  -0.331
C (1.544, 2.624, -3.402)  -0.968
C (1.196, 1.546, -2.610)  0.285
N (0.814, 1.708, -1.332)  0.438
C (0.773, 2.945, -0.806)  -0.431
H (1.768, 4.767, -3.472)  0.515
H (1.852, 2.455, -4.425)  0.516
H (1.235, 0.532, -2.983)  0.097
H (0.470, 3.041, 0.227)  0.625
O (-2.971, 1.125, -0.345)  -0.882
C (-2.322, 1.515, 0.624)  0.692
O (-1.097, 1.214, 0.893)  -0.900
C (-2.974, 2.450, 1.632)  -0.286
N (-4.451, 2.562, 1.317)  -0.001
C (-4.802, 4.042, 1.198)  -0.623
C (-3.675, 4.728, 1.949)  -0.781
C (-2.451, 3.894, 1.571)  -0.574
H (-2.866, 2.037, 2.634)  0.366
H (-5.011, 2.121, 2.046)  0.415
H (-4.632, 2.055, 0.442)  0.335
H (-5.799, 4.201, 1.599)  0.402
H (-4.796, 4.284, 0.137)  0.303
H (-3.850, 4.697, 3.026)  0.362
H (-3.581, 5.772, 1.658)  0.402
H (-1.610, 4.035, 2.246)  0.405
H (-2.129, 4.137, 0.555)  0.325
O (-1.216, -0.344, -1.492)  -0.524
H (-2.042, 0.167, -1.237)  0.396
H (-1.043, -0.221, -2.434)  0.296

As for the spin multiplicity: 1. As for the orbital gap (alpha / beta): 6.9 / 6.9 eV. Its energy relative to the best compared isomer or geometry (same formula, charge and spin) is 0.00 kcal/mol. The total energy comes out at -2616.27768 hartree. The net charge is +3. The HOMO energy (alpha / beta) is -0.641 / -0.645 hartree.